No. 1
C4H10N2 | ωB97M-V/def2-TZVPD

## Properties
F_max: 3.0 eV/Å
Energy above the lowest of the compared OMol25 structures with the same formula, charge and spin: 131.48 kJ/mol
LUMO level: 1.0 eV
E: -267.8752 Eh
Kohn-Sham gap: 8.5 eV
Molecular weight: 86.138 g/mol
SMILES: CC/C(N)=C/N

Structure (XYZ):
```
16
Properties=species:S:1:pos:R:3:forces:R:3:lowdin_charge:R:1
C 1.571386 1.714404 -0.091295 -0.75 1.36 -1.58 -0.09
C 0.452689 1.059141 -0.939216 -0.42 0.43 -0.66 -0.22
C -0.375435 0.014014 -0.258860 1.38 -0.23 2.62 -0.37
N -1.249595 0.542084 0.702681 -0.01 0.43 -1.17 0.09
C 0.093810 -1.246239 -0.146745 -1.09 -0.44 -2.08 -0.19
N -0.495374 -2.313050 0.584692 -1.10 0.07 0.99 0.00
H 1.302675 2.765693 0.071439 -0.24 -0.23 0.62 0.06
H 2.440206 1.886517 -0.728731 0.39 -0.76 0.34 0.07
H 1.736612 1.212910 0.828712 0.50 -0.45 0.67 0.06
H 0.851060 0.655982 -1.872047 0.06 -0.11 0.13 0.10
H -0.227182 1.866599 -1.238527 -0.01 -0.11 -0.20 0.10
H -1.336647 1.539968 0.690498 -0.26 -0.03 0.32 0.08
H -1.645962 0.029139 1.461049 0.01 -0.07 0.05 0.07
H 0.742167 -1.593241 -0.947614 0.26 0.10 0.31 0.10
H -1.145143 -1.967102 1.293337 0.66 0.20 0.28 0.05
H -1.182053 -2.845492 0.052360 0.62 -0.18 -0.64 0.07
```
Positions in Å, forces in eV/Å.

=====

No. 2
C23H45BrNNbO6PS2 | ωB97M-V/def2-TZVPD

## Properties
Total charge: -1
F_max: 3.0 eV/Å
LUMO level: 1.6 eV
E: -5178.3139 Eh
Kohn-Sham gap: 6.6 eV
Molecular weight: 699.532 g/mol

Structure (XYZ):
```
80
Properties=species:S:1:pos:R:3:forces:R:3:lowdin_charge:R:1
C -4.253456 0.533470 0.579856 0.13 -0.04 -0.16 -0.16
O -3.333982 0.039041 -0.366858 -0.13 0.05 0.02 -0.20
C -3.967653 -0.557020 -1.495058 0.00 0.00 0.09 -0.23
C -4.360255 0.480154 -2.538657 0.08 -0.26 -0.27 -0.18
C -3.121773 1.213075 -3.089429 -0.25 0.16 0.57 -0.19
C -2.930931 2.621308 -2.497350 -0.03 -0.44 -0.23 -0.21
C -1.468202 3.047503 -2.578321 -0.34 0.48 -0.09 -0.20
C -1.179783 4.441568 -1.985031 -0.30 -0.20 0.25 -0.21
C -0.524105 4.384183 -0.598832 -0.07 0.27 -0.21 -0.21
C 0.784391 3.573064 -0.562213 -0.29 -0.35 -0.27 -0.20
C 0.629873 2.206039 0.145933 -0.08 0.29 0.35 -0.29
C 1.886330 1.711415 0.888950 0.78 -0.09 -0.66 -0.32
Nb 2.306393 -0.468625 0.703457 -2.97 0.09 -0.07 1.73
O 1.546035 -0.567435 -1.144778 0.68 0.51 1.07 -0.41
C 0.468297 -1.328636 1.616093 0.30 -0.13 0.09 -0.33
C -0.513596 -0.321778 2.253062 -0.18 -0.22 0.06 -0.35
C -1.335508 -0.949722 3.406452 0.32 0.63 0.01 -0.55
S -2.950184 -1.615465 2.908859 0.00 -0.44 0.07 0.71
C 3.111891 -2.634960 0.320681 0.20 -0.94 0.08 -0.31
C 2.002132 -3.537927 0.015810 0.16 0.77 -0.73 -0.91
O 1.394405 -3.633111 -1.004421 -0.13 -0.26 0.16 -0.03
Br 1.435289 -4.729434 1.515451 -0.03 -0.19 0.26 0.59
C 3.449192 -0.534574 2.652105 -0.17 0.07 -1.20 -0.29
C 4.768353 -0.990401 2.718024 -0.03 0.08 0.67 -0.16
C 5.394299 -1.035957 3.954988 -0.04 -0.06 -0.31 -0.08
C 4.676542 -0.632648 5.070379 0.31 -0.05 0.31 -0.19
N 3.425747 -0.191805 5.047938 -0.24 0.01 -0.19 0.04
C 2.839481 -0.150513 3.841924 0.37 -0.08 0.27 -0.20
P 4.542902 0.266948 -0.558273 0.56 0.07 0.18 0.10
O 5.532480 -0.990489 -1.014199 0.00 0.23 -0.27 -0.34
O 4.076626 0.889127 -2.039222 0.26 -0.37 0.06 -0.33
S 5.639342 1.584271 0.360927 0.02 0.05 -0.09 0.16
H -4.784248 -0.293971 1.065231 -0.04 0.09 -0.01 0.06
H -3.681084 1.077019 1.330471 -0.04 -0.01 0.04 0.08
H -4.985304 1.215420 0.131977 0.00 0.03 -0.04 0.08
H -4.833761 -1.150777 -1.171656 -0.08 0.09 0.08 0.12
H -3.241279 -1.251537 -1.919697 -0.10 0.19 0.06 0.09
H -4.866004 -0.054968 -3.349883 -0.03 0.01 0.06 0.11
H -5.093707 1.179867 -2.129413 0.01 0.10 -0.03 0.10
H -2.245468 0.627208 -2.801617 0.03 -0.09 -0.23 0.11
H -3.170978 1.252631 -4.178280 0.16 0.07 -0.03 0.11
H -3.569384 3.326604 -3.039497 0.00 0.10 0.11 0.11
H -3.270219 2.593254 -1.458043 0.09 0.12 0.06 0.11
H -0.891071 2.287572 -2.052265 0.17 -0.01 -0.20 0.09
H -1.186474 3.045989 -3.634949 0.16 -0.20 0.04 0.11
H -0.574276 5.037856 -2.670926 0.12 -0.05 0.04 0.10
H -2.133264 4.971059 -1.871841 0.05 0.08 -0.14 0.10
H -0.355155 5.413440 -0.267005 0.06 -0.05 0.05 0.10
H -1.260913 3.966338 0.094136 0.10 -0.08 0.08 0.10
H 1.060650 3.377420 -1.604474 0.27 0.08 0.07 0.11
H 1.605447 4.143037 -0.129625 -0.06 0.01 0.18 0.11
H -0.185399 2.302050 0.868734 0.01 -0.09 0.01 0.09
H 0.268115 1.480023 -0.585676 -0.04 -0.08 0.06 0.07
H 1.834744 1.927161 1.962398 -0.01 -0.10 0.04 0.05
H 2.757883 2.274786 0.537576 0.01 0.01 0.09 0.01
H 1.667449 0.257218 -1.637097 0.03 -0.16 -0.20 -0.01
H 0.782069 -2.041973 2.384122 0.03 -0.05 -0.04 0.01
H -0.076453 -1.894275 0.853728 0.09 -0.12 -0.01 0.05
H -0.029072 0.566758 2.666331 0.14 -0.01 -0.06 0.07
H -1.211622 0.020676 1.487037 0.06 0.16 -0.02 0.07
H -1.522562 -0.189209 4.165866 -0.09 -0.07 0.01 0.06
H -0.749668 -1.728292 3.892031 -0.13 -0.14 -0.04 0.06
H -3.723148 -0.682293 3.476465 0.09 0.05 0.00 -0.15
H 3.670346 -3.016888 1.173070 0.02 0.21 0.01 0.03
H 3.739250 -2.649617 -0.571274 0.00 0.22 0.04 0.04
H 5.297650 -1.303291 1.826500 0.03 0.02 0.00 0.07
H 6.417417 -1.375149 4.060989 -0.01 0.00 0.02 0.10
H 5.159772 -0.676864 6.044489 -0.10 0.06 0.01 0.09
H 1.814356 0.208519 3.837312 -0.01 0.03 0.09 0.07
H 5.322940 -1.362851 -1.878157 -0.02 -0.09 0.10 0.04
H 4.018831 0.170380 -2.682270 -0.24 0.16 -0.07 0.04
C -2.150839 -4.465796 -1.380222 -0.01 0.10 0.09 -0.08
C -2.072176 -3.826829 -2.752842 0.18 0.01 0.08 -0.31
O -1.768731 -2.437095 -2.675260 0.19 -0.21 -0.13 -0.10
H -2.906930 -3.970863 -0.768560 -0.05 -0.01 -0.03 0.07
H -2.391479 -5.528636 -1.448005 0.01 0.00 -0.03 0.07
H -1.194440 -4.361795 -0.867626 0.08 -0.07 0.02 0.05
H -3.028033 -3.901658 -3.272849 -0.02 0.05 -0.03 0.11
H -1.315265 -4.332473 -3.362811 -0.06 -0.05 -0.01 0.11
H -0.919079 -2.345852 -2.224894 0.06 0.04 0.02 0.08
```
Positions in Å, forces in eV/Å.

=====

No. 3
C28H27N9O3PtS3 | ωB97M-V/def2-TZVPD

## Properties
Total charge: +2
F_max: 1.5 eV/Å
Energy above the lowest of the compared OMol25 structures with the same formula, charge and spin: 20.41 kJ/mol
LUMO level: -6.7 eV
E: -3115.1750 Eh
Kohn-Sham gap: 7.2 eV
Molecular weight: 828.863 g/mol

Structure (XYZ):
```
71
Properties=species:S:1:pos:R:3:forces:R:3:lowdin_charge:R:1
Pt -0.186324 1.156689 0.971007 -0.39 0.54 -1.38 1.40
S 0.224679 1.722796 3.225250 -0.06 -0.20 0.12 0.68
C 1.830463 1.724889 2.559402 -0.06 -0.35 0.14 -1.05
N 1.797848 1.388386 1.294610 0.07 -0.14 0.09 -0.17
C 3.060993 1.219940 0.727571 -0.02 0.06 -0.02 -0.26
C 3.368862 0.918471 -0.592361 0.00 -0.02 0.01 0.01
C 4.704911 0.843275 -0.934097 0.00 0.00 0.00 -0.04
C 5.712819 1.066560 0.009791 0.00 0.00 0.00 -0.05
C 5.409164 1.381907 1.319984 0.00 -0.01 0.00 -0.06
C 4.065915 1.453473 1.670878 0.01 0.01 -0.01 -0.43
S 3.388562 1.863886 3.234080 0.01 0.08 -0.04 1.13
H 2.591369 0.788034 -1.331678 0.00 0.02 0.00 0.08
H 4.976530 0.621455 -1.957144 0.00 0.00 0.00 0.12
H 6.748914 1.004300 -0.292641 0.00 0.00 0.00 0.12
H 6.189434 1.567702 2.045136 0.00 0.01 0.00 0.12
C -0.771006 -4.847218 -3.833684 0.00 0.00 -0.01 -0.03
C -0.597104 -3.412692 -3.427074 0.00 0.00 0.00 -0.27
C -1.700266 -2.559338 -3.356874 0.00 0.01 -0.01 -0.02
C -1.546148 -1.217364 -3.054060 0.01 -0.02 -0.02 -0.06
C -0.273368 -0.725512 -2.782748 0.01 0.01 0.10 -0.30
C 0.839421 -1.556698 -2.831565 -0.02 -0.01 -0.01 -0.04
C 0.668139 -2.894372 -3.150672 0.00 0.01 0.00 -0.03
S -0.030052 1.009904 -2.722906 0.05 -0.01 0.03 0.65
O 1.320288 1.279711 -3.124542 0.00 0.01 -0.02 -0.27
O -1.118166 1.642787 -3.406920 0.01 -0.01 -0.01 -0.25
N -0.167381 1.502344 -1.122687 -0.17 0.18 -0.01 -0.19
C -0.160836 2.858645 -0.922583 -0.07 0.17 0.16 -0.37
C -0.066857 3.963564 -1.777294 -0.01 -0.06 -0.03 0.03
C -0.080684 5.212337 -1.200633 0.00 0.01 -0.01 0.00
C -0.174138 5.388977 0.188871 -0.01 -0.01 0.03 -0.03
C -0.243610 4.281349 0.988067 -0.01 0.02 -0.09 -0.10
N -0.251152 3.067169 0.412397 0.24 0.01 0.16 -0.09
H -1.658077 -5.285238 -3.376177 0.00 0.00 0.00 0.09
H 0.096278 -5.447950 -3.565852 0.00 0.00 0.00 0.08
H -0.899680 -4.916329 -4.915447 0.00 0.00 0.00 0.10
H -2.685389 -2.942986 -3.593084 0.00 0.00 0.00 0.13
H -2.389468 -0.539757 -3.095877 0.00 0.00 0.00 0.12
H 1.829303 -1.148791 -2.679186 0.00 0.00 0.00 0.11
H 1.534722 -3.540103 -3.219542 0.00 0.00 0.01 0.13
H 0.012605 3.827816 -2.844332 0.00 0.01 -0.01 0.12
H -0.011908 6.083261 -1.839075 0.00 0.00 0.00 0.13
H -0.184258 6.374307 0.629472 0.01 0.00 0.00 0.12
H -0.294847 4.313149 2.066777 0.01 0.01 0.00 0.10
C -1.009929 -3.318482 -0.017611 -0.01 0.01 0.00 0.03
N -0.311427 -3.033167 1.239632 -0.06 -0.06 -0.06 -0.01
C 0.018418 -4.022061 2.114890 0.00 0.00 0.02 0.00
C 0.616419 -3.749311 3.293024 -0.01 0.03 -0.03 0.04
C 0.863663 -2.376906 3.576484 0.03 0.00 0.05 -0.33
N 0.557397 -1.418926 2.696649 0.13 0.12 0.04 0.18
C -0.007817 -1.743341 1.557820 -0.13 0.13 -0.35 -0.44
O -0.322250 -0.859953 0.662823 0.40 -0.50 1.15 -0.18
N 1.413457 -1.987756 4.724675 -0.06 -0.05 0.02 0.21
H -1.126688 -4.394181 -0.112589 0.01 0.00 0.00 0.11
H -0.433079 -2.932516 -0.851607 0.00 0.00 0.01 0.07
H -1.989412 -2.844326 -0.010546 -0.01 -0.01 0.01 0.11
H -0.235113 -5.026157 1.806211 0.00 0.00 0.00 0.15
H 0.874309 -4.535696 3.985208 0.00 0.00 0.00 0.13
H 1.629133 -2.647113 5.452383 0.01 0.01 0.00 0.13
H 1.477264 -1.003448 4.925698 0.05 -0.01 -0.02 0.11
N -5.073625 2.584003 2.598600 0.00 -0.01 0.01 0.18
C -4.337344 1.870823 1.730784 0.00 0.00 -0.01 -0.34
C -2.929672 1.840014 1.799955 -0.01 0.00 0.02 -0.05
N -2.238160 1.116224 0.927010 0.00 0.09 -0.04 -0.11
C -2.875246 0.428410 -0.028304 0.01 -0.07 0.04 -0.09
C -4.258459 0.483575 -0.071073 0.00 -0.01 -0.01 -0.06
N -4.981534 1.182581 0.784279 0.00 0.00 0.00 0.16
H -4.665123 3.126494 3.336984 0.00 0.00 0.00 0.12
H -6.074872 2.577206 2.496701 0.00 0.00 0.00 0.13
H -2.383637 2.398736 2.547505 0.01 0.00 0.00 0.09
H -2.282027 -0.145279 -0.720518 0.01 0.01 0.00 0.08
H -4.795111 -0.062185 -0.837634 -0.01 0.00 0.00 0.13
```
Positions in Å, forces in eV/Å.

=====

No. 4
C3H4N2O | ωB97M-V/def2-TZVPD

## Properties
F_max: 0.4 eV/Å
Energy above the lowest of the compared OMol25 structures with the same formula, charge and spin: 578.57 kJ/mol
LUMO level: -0.3 eV
E: -301.2669 Eh
Kohn-Sham gap: 8.1 eV
Molecular weight: 84.078 g/mol

Structure (XYZ):
```
10
Properties=species:S:1:pos:R:3:forces:R:3:lowdin_charge:R:1
N -1.911331 -0.040920 -0.241236 0.00 -0.14 -0.05 0.04
C -0.615882 -0.353703 -0.356515 0.03 -0.22 0.15 -0.56
N 0.041386 -1.501987 -0.313216 -0.23 0.23 -0.08 0.12
O 1.402982 -1.126666 0.007131 0.19 0.17 0.08 -0.01
C 1.482185 0.145490 0.220377 -0.06 -0.04 -0.06 -0.09
C 0.278099 0.795413 0.011096 0.34 0.01 -0.14 -0.06
H -0.851197 0.625112 0.688492 -0.16 0.04 0.09 0.23
H -2.482766 -0.878846 -0.148688 0.01 0.11 -0.03 0.05
H 2.468293 0.525908 0.464399 -0.12 -0.03 -0.04 0.14
H 0.177434 1.822415 -0.320354 -0.01 -0.13 0.08 0.13
```
Positions in Å, forces in eV/Å.

=====

No. 5
C4H10NOS | ωB97M-V/def2-TZVPD

## Properties
Total charge: -1
F_max: 3.7 eV/Å
Energy above the lowest of the compared OMol25 structures with the same formula, charge and spin: 341.66 kJ/mol
LUMO level: 3.1 eV
E: -686.5345 Eh
Kohn-Sham gap: 5.8 eV
Molecular weight: 120.197 g/mol
SMILES: N[C@@H](C[O-])CCS

Structure (XYZ):
```
17
Properties=species:S:1:pos:R:3:forces:R:3:lowdin_charge:R:1
N -0.994525 0.545890 -1.394898 -1.28 0.50 0.67 -0.04
C -0.454401 0.643351 -0.032437 -0.40 -1.26 1.60 -0.41
C -1.717079 0.892876 1.013237 0.31 -0.93 -3.14 -0.45
O -2.705845 1.532698 0.325665 0.28 -0.50 0.85 -0.38
C 0.286732 -0.761775 0.335773 1.76 3.00 1.34 -0.28
C 1.536278 -0.943327 -0.551816 0.38 -0.40 0.47 -0.50
S 2.898105 0.362812 0.003864 -0.44 -2.75 -0.85 0.56
H -1.406731 -0.421683 -1.413311 0.17 1.25 -0.15 0.06
H -1.880326 1.225512 -1.259602 1.47 -1.62 -0.03 0.08
H 0.139596 1.566532 0.168681 0.38 -0.84 -0.79 0.11
H -1.334614 1.469633 1.843939 0.31 -0.04 0.87 0.06
H -1.818371 -0.225240 1.236187 -1.04 0.79 0.76 0.07
H 0.692578 -0.749159 1.429686 -0.63 0.42 -1.62 0.11
H -0.361668 -1.613926 0.417216 -0.70 -0.37 -0.88 0.07
H 1.363686 -0.833500 -1.633989 -0.13 0.37 0.55 0.05
H 1.993104 -1.966466 -0.425389 -0.23 1.07 0.12 0.06
H 3.763477 -0.724234 -0.062812 -0.22 1.34 0.22 -0.17
```
Positions in Å, forces in eV/Å.

=====

No. 6
C2H6N4S | ωB97M-V/def2-TZVPD

## Properties
F_max: 4.9 eV/Å
Energy above the lowest of the compared OMol25 structures with the same formula, charge and spin: 447.63 kJ/mol
LUMO level: 0.3 eV
E: -696.8556 Eh
Kohn-Sham gap: 8.9 eV
Molecular weight: 118.165 g/mol
SMILES: CN1CN=[N+]([S-])N1

Structure (XYZ):
```
13
Properties=species:S:1:pos:R:3:forces:R:3:lowdin_charge:R:1
C -0.502563 0.716811 -0.434482 1.05 0.01 0.05 -0.04
N 0.161681 -0.070737 0.749233 -0.95 2.49 -0.83 -0.20
C 0.474710 -1.381968 0.396221 0.62 0.05 -4.18 -0.20
N 1.831236 -1.347946 -0.277354 0.32 -0.28 -0.32 0.05
N 2.396919 -0.301507 0.049176 -4.61 -0.57 1.40 -0.78
S 3.705469 0.430388 -0.341112 3.04 1.38 -0.76 0.59
N 1.419294 0.395755 1.079566 0.97 -0.55 0.49 0.02
H -0.799895 1.772744 -0.044773 1.13 -1.78 -0.93 0.10
H 0.206119 0.618812 -1.372124 -1.23 0.88 1.81 0.11
H -1.459400 0.267518 -0.756708 0.50 -0.20 0.57 0.07
H -0.157268 -1.712808 -0.427027 -0.42 -0.20 0.31 0.12
H 0.572595 -2.136241 1.071781 -0.11 -1.65 2.70 0.09
H 1.594305 1.386565 1.035093 -0.31 0.41 -0.31 0.08
```
Positions in Å, forces in eV/Å.